16
Properties=species:S:1:pos:R:3:forces:R:3 method="wB97M-V/def2-TZVPD" orbital_gap_ev=5.12 de_lowest_ev=5.086 total_charge=+1 lumo_energy_ev=-6.446 molar_mass_g_mol=122.58
C -0.256 0.582 3.670 1.711 5.322 -0.138
C -1.038 -0.011 0.668 -3.047 -1.656 -1.447
C 1.098 0.445 -2.732 -0.815 4.468 0.988
N 0.273 1.431 -2.603 0.259 2.445 1.110
N 0.633 -0.751 -2.982 1.341 -0.457 0.201
N -0.167 1.714 3.994 -1.144 -3.424 0.049
Cl 0.414 -1.066 1.009 -0.422 1.169 0.948
H 0.166 -0.067 2.833 -0.543 -1.215 0.302
H -0.839 1.092 0.491 0.097 -1.592 0.448
H 2.157 0.532 -2.605 0.816 0.001 -0.226
H -2.025 -0.266 1.395 3.101 0.791 -1.644
H 0.568 2.487 -2.312 0.003 -3.863 -1.038
H 1.308 -1.350 -3.333 0.593 -1.972 -0.622
H -1.324 -0.528 -0.341 0.140 1.616 1.781
H -0.305 -0.921 -2.864 -2.217 -0.674 -0.315
H -0.272 2.648 4.438 0.128 -0.958 -0.398